a:
C5H12N2S in the gas phase, computed with wB97M-V/def2-TZVPD.

**HOMO-LUMO gap**: 9.59 eV
**Highest occupied orbital energy**: -8.88 eV
**SMILES**: C[C@H]1[C@H](N)[C@H](N)[C@H]1S

Last column: Mulliken charge in e.
Cartesian coordinates (Å):
1 C 1.6423 -1.2490 -1.0932  -1.39
2 C 0.9548 -0.4527 0.1057  -0.25
3 C 0.6197 1.0053 -0.2592  -0.41
4 C -0.6733 0.8455 0.5523  0.32
5 C -0.5263 -0.7136 0.4730  -0.34
6 H 1.8914 -2.2744 -0.7736  0.36
7 H 2.5524 -0.7282 -1.3575  0.37
8 H 0.9055 -1.3760 -1.9011  0.34
9 H 1.6033 -0.5987 0.9823  0.27
10 H 0.4281 0.9548 -1.3504  0.34
11 H 1.8262 1.9114 0.9901  0.31
12 H 2.4318 2.0356 -0.4928  0.30
13 H -1.6701 1.1483 0.0923  0.39
14 H -1.4157 0.9071 2.4296  0.26
15 H -0.6675 2.2815 1.9678  0.26
16 H -0.7808 -1.1883 1.3929  0.49
17 H -2.6716 -1.4772 -0.1069  0.14
18 N 1.5296 2.0893 0.0190  -0.72
19 N -0.5609 1.2772 1.9294  -0.78
20 S -1.4573 -1.3609 -0.8865  -0.27

---

b:
A molecular structure, C5H12N2S, computed with wB97M-V/def2-TZVPD.

**HOMO-LUMO gap**: 9.46 eV
**Highest occupied orbital energy**: -9.22 eV

Last column: Mulliken charge in e.
Cartesian coordinates (Å):
1 C 1.3115 -0.7459 -1.4248  -1.31
2 C 0.8607 -0.0788 0.1105  0.57
3 C 2.0243 0.2214 1.0063  -1.30
4 C -0.3490 -0.6132 0.8165  -0.66
5 C -1.4656 -0.8933 -0.2432  -0.22
6 H 1.7054 -1.7611 -1.3011  0.36
7 H 2.2114 -0.1425 -1.9147  0.33
8 H 0.4107 -0.4354 -2.0681  0.47
9 H 1.5085 0.5741 1.9258  0.37
10 H 2.7392 -0.7854 1.1368  0.28
11 H 2.6664 1.0300 0.5580  0.35
12 H -0.4005 2.1745 0.6913  0.10
13 H -0.5518 0.1569 1.5833  0.62
14 H -0.0008 -1.5544 1.1607  0.35
15 H -1.3169 -1.9074 -0.8937  0.28
16 H -2.2798 1.4591 0.0649  0.15
17 H -3.8156 1.1748 -0.2727  0.29
18 N -2.6284 -0.3356 -0.5566  -0.38
19 N -3.0879 0.8659 0.2892  -0.49
20 S 0.4583 1.5964 -0.6684  -0.13

---

Ranked by calculated energy, most stable first: a, b.

---

a:
C5H12N2S in the gas phase, computed with wB97M-V/def2-TZVPD.

**HOMO-LUMO gap**: 9.38 eV
**Highest occupied orbital energy**: -8.65 eV
**SMILES**: C/N=C(/CS)N(C)C

Last column: Mulliken charge in e.
Cartesian coordinates (Å):
1 C 0.9808 0.9688 -2.1656  -0.81
2 C 0.6050 -0.4192 -0.3305  0.68
3 C 1.3060 -1.1556 0.8037  -0.81
4 C -1.2169 1.1497 0.2859  -0.91
5 C -1.4814 -1.0773 0.5009  -1.01
6 H -0.1365 0.9975 -2.3042  0.30
7 H 1.5360 0.6581 -3.1393  0.29
8 H 1.1901 2.0419 -1.9286  0.25
9 H 0.8920 -2.1188 0.8935  0.39
10 H 2.4443 -1.0675 0.6607  0.35
11 H 1.5832 0.7564 2.2001  0.13
12 H -2.3535 1.2375 -0.0724  0.29
13 H -1.3454 0.9704 1.4306  0.31
14 H -0.6795 1.9871 0.0677  0.37
15 H -1.0352 -1.1185 1.6532  0.21
16 H -2.5907 -1.1711 0.3088  0.33
17 H -1.2609 -2.0928 0.2296  0.41
18 N 1.3793 0.0387 -1.1848  -0.45
19 N -0.8433 -0.1706 -0.3488  -0.08
20 S 1.0266 -0.4146 2.4396  -0.22

---

b:
C5H12N2S in the gas phase, computed with wB97M-V/def2-TZVPD.

**HOMO-LUMO gap**: 9.50 eV
**Highest occupied orbital energy**: -8.80 eV
**SMILES**: C[C@@H](N)[C@]1(CN)CS1

Last column: Mulliken charge in e.
Cartesian coordinates (Å):
1 C 0.4276 -2.0225 -0.7632  -1.34
2 C 0.2267 -1.0536 0.3715  0.06
3 C -0.7645 0.0964 0.0588  1.32
4 C -0.2981 1.1164 -0.8363  -1.17
5 C -1.6277 0.6332 1.1256  -1.34
6 H 1.1056 -1.3981 -1.4871  0.23
7 H -0.4620 -2.4830 -1.3168  0.28
8 H 0.9770 -2.8690 -0.4258  0.36
9 H -0.3651 -1.7952 0.9780  0.40
10 H 1.9499 0.0550 0.2998  0.30
11 H 1.2398 -0.0752 1.9271  0.39
12 H -1.1233 1.9254 -1.0836  0.38
13 H -0.1521 0.7969 -1.9001  0.30
14 H 1.4256 1.4702 0.0572  0.19
15 H 0.9444 2.7923 -1.0980  0.32
16 H -1.7319 1.6987 1.1950  0.36
17 H -1.4839 0.1987 2.1511  0.30
18 N 1.4814 -0.6609 1.0086  -0.66
19 N 0.6073 2.0738 -0.1713  -0.52
20 S -2.3766 -0.4994 -0.0905  -0.18

---

c:
C5H12N2S in the gas phase, computed with wB97M-V/def2-TZVPD.

**HOMO-LUMO gap**: 9.17 eV
**Highest occupied orbital energy**: -8.24 eV
**SMILES**: CS/C(C)=N/N(C)C

Last column: Mulliken charge in e.
Cartesian coordinates (Å):
1 C 1.7079 -1.1819 -1.8372  -0.74
2 C -0.5551 -0.3249 -0.3431  0.62
3 C -2.0361 -0.3939 0.0279  -1.35
4 C 0.7289 2.4808 1.1746  -0.88
5 C -0.1383 0.6706 2.4645  -0.86
6 H 1.8129 -0.2308 -2.3311  0.26
7 H 2.1236 -1.9907 -2.4604  0.32
8 H 2.1820 -1.1269 -0.8166  0.23
9 H -2.2567 0.5469 0.5557  0.36
10 H -2.2662 -1.2456 0.6623  0.29
11 H -2.5669 -0.5032 -0.9237  0.43
12 H 1.7336 2.1318 1.3344  0.32
13 H 0.3735 3.1200 1.9616  0.34
14 H 0.5952 2.9880 0.2089  0.29
15 H -0.8446 -0.1802 2.3874  0.25
16 H -0.5424 1.3254 3.2235  0.35
17 H 0.8783 0.3349 2.8090  0.31
18 N 0.3196 0.4186 0.1897  -0.29
19 N -0.1763 1.3221 1.1616  -0.18
20 S -0.0293 -1.5537 -1.5619  -0.09

---

Ranked by calculated energy, most stable first: c, a, b.

---

a:
C7H11N3O4 in the gas phase, computed with wB97M-V/def2-TZVPD.

**HOMO-LUMO gap**: 9.33 eV
**Highest occupied orbital energy**: -8.53 eV
**SMILES**: CCOC(=O)N(OC)n1[nH]ccc1=O

Last column: Mulliken charge in e.
Cartesian coordinates (Å):
1 C 3.8681 -1.0148 -0.7158  -0.88
2 C 4.3073 -0.2739 0.3247  -0.05
3 C 2.4380 -0.8673 -0.6405  0.79
4 C -0.0404 -0.9041 1.0359  0.61
5 C -3.2585 -1.0571 -0.3639  -1.19
6 C 1.1876 2.5645 -0.2270  -0.52
7 C -2.1103 -1.7235 0.3080  -0.21
8 N 3.3634 0.4586 0.9313  -0.45
9 N 2.1727 -0.0400 0.4342  0.78
10 N 0.8962 0.5127 0.8415  -0.52
11 O 1.4913 -1.3393 -1.3166  -0.70
12 O 0.4020 -1.7293 1.7119  -0.49
13 O -1.1376 -0.7131 0.4161  -0.16
14 O 0.4375 1.3088 -0.3119  -0.21
15 H 4.4644 -1.7747 -1.2209  0.36
16 H 5.4168 -0.0411 0.5915  0.29
17 H -2.8794 -0.6450 -1.3342  0.30
18 H -4.1231 -1.6984 -0.3747  0.40
19 H -3.5366 -0.1644 0.1855  0.31
20 H 2.2061 2.4174 0.3399  0.24
21 H 0.5848 3.2758 0.1949  0.27
22 H 1.4458 2.7039 -1.2887  0.23
23 H -1.7087 -2.5334 -0.2141  0.34
24 H -2.3824 -2.1038 1.3678  0.27
25 H 3.5675 0.5978 1.8643  0.18

---

b:
C7H11N3O4 in the gas phase, computed with wB97M-V/def2-TZVPD.

**HOMO-LUMO gap**: 10.38 eV
**Highest occupied orbital energy**: -9.86 eV
**SMILES**: CN[C@@]1(C(=O)O)C(=O)N(C)C(=O)N1C

Last column: Mulliken charge in e.
Cartesian coordinates (Å):
1 C -0.0853 -1.1989 -0.2751  0.32
2 C 1.3668 0.1925 0.8834  0.45
3 C -2.2031 0.0367 0.5912  0.06
4 C -0.8408 0.0660 -0.0671  0.83
5 C 1.9955 -2.2064 0.5812  -0.97
6 C -0.0186 2.0767 1.4139  -0.96
7 C 0.0033 0.6040 -2.3250  -0.66
8 N 1.1261 -1.0833 0.3471  0.10
9 N 0.2403 0.8671 0.5993  0.07
10 N -1.0991 0.7381 -1.3325  -0.39
11 O -2.9449 -1.0896 0.4810  -0.51
12 O -0.5626 -2.1893 -0.7898  -0.69
13 O 2.3858 0.4814 1.4179  -0.62
14 O -2.7777 1.0048 1.0531  -0.56
15 H 2.0720 -2.4154 1.6149  0.33
16 H 1.5603 -3.0087 -0.1334  0.33
17 H 2.9679 -2.0370 0.1761  0.36
18 H -0.2719 2.9332 0.6425  0.25
19 H -0.9431 1.9226 1.9125  0.39
20 H 0.8108 2.5494 2.0479  0.33
21 H 0.1999 1.5720 -2.9338  0.32
22 H 0.9864 0.3560 -1.8215  0.23
23 H -0.3681 -0.2044 -2.9238  0.29
24 H -2.3875 -1.6767 -0.0779  0.42
25 H -1.2123 1.7092 -1.0820  0.27

---

Ranked by calculated energy, most stable first: b, a.